(1)
Computed, not measured: a molecular structure, C24H28MnNO3, with ωB97M-V with the def2-TZVPD basis set.

XYZ file:
```
57
Properties=species:S:1:pos:R:3:forces:R:3:lowdin_spin:R:1
Mn -1.2632 1.1023 0.5463 -0.327 1.470 0.828 3.237
O -0.0111 1.2391 2.7170 -1.141 0.372 -0.307 0.099
O 2.4507 0.5395 1.3572 1.284 -1.400 -1.907 0.001
O -1.8721 2.4712 3.0092 0.723 -0.842 -0.375 0.068
N 2.9830 -1.3637 -0.0023 1.216 0.314 0.587 0.005
C -2.3732 -0.2870 1.8111 -0.150 -1.108 -0.516 -0.011
C -0.3744 2.3012 4.8492 0.154 -0.068 0.116 0.007
C -1.2611 1.9123 -1.4464 0.462 0.707 -0.112 -0.090
C 2.3458 -0.1622 0.3503 -0.916 0.898 1.556 0.004
C -2.1785 2.6510 -0.6161 0.204 0.591 0.094 -0.102
C 0.2453 -3.9338 -0.0402 -0.193 0.245 -0.253 0.000
C 2.2208 -2.5463 0.4646 0.122 0.131 0.132 0.000
C 1.2037 0.1516 -0.5609 -0.344 -0.346 0.655 0.052
C 2.5025 2.3378 -1.2061 0.121 0.269 -0.024 -0.001
C -1.7071 -0.8227 -0.3445 -0.446 -0.718 0.809 -0.059
C -1.4013 -1.0154 1.0465 -1.187 -0.315 0.066 -0.002
C -3.2814 0.3427 0.8997 0.225 -0.748 0.179 -0.052
C 1.3025 -2.8428 -1.9315 -0.396 -0.126 0.278 0.000
C 1.2029 0.9865 -2.8895 -0.010 0.287 -0.240 -0.001
C -0.7258 -4.1451 -2.2407 -0.016 0.073 -0.008 0.000
C -0.7494 -4.4423 -0.8724 0.167 0.017 -0.140 0.001
C -2.8727 -0.0067 -0.4272 -0.390 -0.636 0.244 -0.072
C 0.0590 2.1431 -0.9535 -0.497 0.216 0.111 -0.043
C -0.7844 1.9745 3.4317 -0.197 0.333 -0.752 0.003
C -1.4169 3.3126 0.3974 0.602 0.121 -0.521 -0.032
C -0.0421 2.9416 0.2337 -0.391 0.694 -0.597 -0.031
C 0.2912 -3.3434 -2.7710 0.348 0.014 0.356 0.000
C 1.2980 1.4282 -1.4322 -0.591 -0.076 0.398 -0.005
C 1.2441 -3.1001 -0.5502 -0.023 -0.324 -0.328 0.000
H 2.1132 -2.2249 -2.3336 -0.327 -0.263 0.170 0.000
H 2.1388 0.4844 -3.1646 -0.226 0.113 -0.017 0.000
H 0.6669 2.0460 5.0196 0.058 -0.038 -0.003 0.001
H 3.4032 1.9309 -1.6749 -0.107 -0.040 0.154 0.000
H -1.4944 -4.5516 -2.9013 0.210 0.154 0.225 0.000
H 3.9488 -1.3556 0.3329 -0.449 -0.248 0.232 0.000
H -1.2226 -1.3278 -1.1761 0.052 0.282 0.150 0.000
H 0.3239 -3.1056 -3.8382 -0.059 -0.199 0.361 0.000
H -4.1813 0.8863 1.1746 0.435 0.125 -0.065 0.001
H -0.6653 -1.7126 1.4490 -0.076 0.601 -0.158 0.002
H -0.5370 3.3601 5.0782 -0.073 -0.254 -0.165 0.000
H 1.0613 1.8605 -3.5367 0.088 -0.231 -0.041 0.000
H 0.3813 0.2754 -3.0546 0.179 0.196 0.007 0.000
H -1.7941 4.0341 1.1107 -0.010 -0.462 0.111 0.000
H -1.5365 -5.0658 -0.4472 0.205 0.114 -0.211 0.000
H 2.6966 2.5120 -0.1420 0.013 -0.084 -0.266 0.000
H 0.9119 -0.7076 -1.1662 0.165 0.269 0.070 0.001
H 2.9455 -3.3215 0.7544 -0.178 0.252 -0.162 0.000
H -2.4802 -0.3446 2.8874 0.204 0.434 -0.208 0.001
H 1.6533 -2.2927 1.3892 0.400 -0.174 -0.395 0.000
H 0.8069 3.3155 0.8065 -0.465 -0.344 0.008 0.001
H 0.2477 -4.1511 1.0314 -0.111 -0.004 -0.289 0.000
H 0.4050 0.2550 0.2209 1.067 -0.233 -0.599 0.015
H -3.4058 0.2085 -1.3499 0.201 0.175 0.314 0.000
H -0.9898 1.7137 5.5354 0.002 0.070 -0.038 0.000
H -3.2486 2.7600 -0.7776 0.359 -0.043 0.080 -0.001
H -1.4778 1.3890 -2.3696 -0.120 0.032 0.276 -0.001
H 2.2942 3.3061 -1.6871 0.151 -0.245 0.129 0.000
```
Forces are in eV/Å.

## Properties
net charge: +1
E_LUMO (alpha / beta): -5.40 / -4.25 eV
expectation value of S²: 4.12
multiplicity: 4
HOMO (alpha / beta): -11.5 / -11.6 eV

(2)
Computed, not measured: 5 unconnected molecules or ions with the total composition C4H13NO3, with ωB97M-V with the def2-TZVPD basis set.

XYZ file:
```
21
Properties=species:S:1:pos:R:3:forces:R:3:nbo_charge:R:1
O -1.1641 -0.7819 -1.4428 -0.289 0.388 -0.245 -0.944
O 0.8282 1.8091 -2.6463 0.372 -0.210 -0.471 -0.948
O 0.8019 -2.3050 -1.5589 0.198 -0.368 -0.261 -0.887
N 0.8416 1.8590 0.1744 -0.329 0.432 -0.057 -0.427
C -0.1096 -2.6625 1.2931 -0.086 0.822 0.548 -0.350
C -0.9310 2.0650 1.8069 0.342 0.895 0.189 -0.106
C 0.3478 -1.4196 1.2335 0.854 -0.283 -0.240 -0.462
C -0.3536 1.6039 0.6332 -0.481 0.045 -1.279 -0.063
H 0.3094 2.4821 -3.0887 -0.148 0.103 0.274 0.463
H 1.0536 -1.2457 0.4215 -0.363 0.573 -0.291 0.245
H -0.4677 2.8983 2.3291 0.173 -0.331 0.283 0.199
H 0.7655 1.8887 -1.6848 -0.059 0.081 -0.145 0.475
H -0.9827 1.0901 -0.0931 0.025 -0.629 0.407 0.243
H 1.2576 -2.5135 -2.3885 0.015 0.172 0.146 0.437
H 0.2131 -0.6161 1.9542 -0.001 -0.362 0.371 0.168
H -0.5639 -3.0162 2.2125 -0.442 -0.272 -0.350 0.190
H -0.5415 -1.4548 -1.8428 -0.035 0.047 0.305 0.504
H 0.0076 -3.2551 0.3938 0.169 -0.416 0.219 0.245
H -0.7713 -0.7267 -0.5681 -0.046 -0.320 0.080 0.453
H -1.8960 1.7408 2.1609 -0.112 -0.200 -0.109 0.221
H 1.3552 2.5603 0.7009 0.242 -0.166 0.626 0.343
```
Forces are in eV/Å.

## Properties
net charge: 0
E_LUMO: -5.13 eV
HOMO: -8.0 eV